Entry P
Formula: C3H7N5
Source: the OMol25 dataset
Level of theory: ωB97M-V with the def2-TZVPD basis set

- SMILES = [H]/N=C/N(N=C)/C(N)=N/[H]
- E_HOMO (eV) = -9.0
- orbital gap (eV) = 9.82

The geometry in ORCA input format:
```
! wB97M-V def2-TZVPD RIJCOSX def2/J DEFGRID3
* xyz 0 1
H -3.418 -0.496 0.460
N -2.521 -0.699 0.118
C -1.541 -0.102 0.732
N -0.250 0.423 0.128
N 0.319 1.352 0.974
C 1.486 1.856 0.926
C 0.611 -0.607 -0.618
N -0.196 -1.094 -1.648
N 1.839 -0.886 -0.214
H 2.470 -1.536 -0.650
H -1.537 0.476 1.925
H 1.761 2.603 1.440
H 2.101 1.495 -0.041
H -1.335 -0.630 -1.705
H 0.210 -2.156 -1.827
*
```



Entry Q
Formula: C3H7N5
Source: the OMol25 dataset
Level of theory: ωB97M-V with the def2-TZVPD basis set

- SMILES = N=c1[nH]c(N)c(N)[nH]1
- E_HOMO (eV) = -6.9
- orbital gap (eV) = 7.43

The geometry in ORCA input format:
```
! wB97M-V def2-TZVPD RIJCOSX def2/J DEFGRID3
* xyz 0 1
N 2.976 -0.189 0.002
C 1.694 -0.104 -0.027
N 0.875 0.992 -0.058
C -0.453 0.584 -0.016
N -1.426 1.592 -0.031
C -0.474 -0.782 -0.059
N -1.599 -1.612 -0.117
N 0.823 -1.178 -0.134
H 3.321 0.759 -0.107
H 1.116 1.981 0.101
H -2.018 1.474 0.750
H -1.897 1.711 -0.885
H -2.374 -1.001 -0.215
H -1.733 -2.102 0.827
H 1.170 -2.125 -0.032
*
```



Stability check: which of them is most stable? entry Q.



Entry P
Formula: C2H4NO2
Source: the OMol25 dataset
Level of theory: ωB97M-V with the def2-TZVPD basis set

- E_HOMO (spin up / spin down) (eV) = -11.4 / -18.1
- orbital gap (spin up / spin down) (eV) = 6.03 / 10.42

The geometry in ORCA input format:
```
! wB97M-V def2-TZVPD RIJCOSX def2/J DEFGRID3
* xyz 1 3
C -1.726 -0.439 0.991
C 0.643 0.115 -1.065
N 1.755 0.545 -0.585
O -0.652 -0.022 0.674
O -0.047 -0.348 -1.828
H -1.768 -0.662 1.999
H -2.665 -0.760 0.380
H 2.028 0.310 0.449
H 2.431 1.261 -1.014
*
```



Entry Q
Formula: C2H4NO2
Source: the OMol25 dataset
Level of theory: ωB97M-V with the def2-TZVPD basis set

- E_HOMO (spin up / spin down) (eV) = -11.9 / -18.5
- orbital gap (spin up / spin down) (eV) = 6.72 / 10.55

The geometry in ORCA input format:
```
! wB97M-V def2-TZVPD RIJCOSX def2/J DEFGRID3
* xyz 1 3
C 1.029 1.729 0.130
C -0.410 -1.837 -0.340
N -1.247 -1.144 0.285
O 0.058 1.077 -0.213
O 0.437 -2.429 -0.883
H 1.775 1.624 0.844
H 1.333 2.432 -0.643
H -0.795 -0.117 0.271
H -2.180 -1.335 0.547
*
```



Stability check: which of them is most stable? entry Q.



Entry P
Formula: C3H4N4O2
Source: the OMol25 dataset
Level of theory: ωB97M-V with the def2-TZVPD basis set

- SMILES = [H]/N=c1\oc(=O)nnn1C
- E_HOMO (eV) = -10.2
- orbital gap (eV) = 9.71

The geometry in ORCA input format:
```
! wB97M-V def2-TZVPD RIJCOSX def2/J DEFGRID3
* xyz 0 1
H -2.454 -1.076 0.424
N -1.952 -0.195 0.396
C -0.731 -0.465 0.127
O -0.209 -1.735 0.186
C 1.198 -1.849 0.354
O 1.713 -2.714 0.979
N 1.939 -0.883 -0.449
N 1.433 0.195 -0.575
N 0.234 0.461 -0.021
C -0.200 1.790 -0.292
H 0.047 2.445 0.596
H 0.277 2.291 -1.192
H -1.294 1.734 -0.533
*
```



Entry Q
Formula: C3H4N4O2
Source: the OMol25 dataset
Level of theory: ωB97M-V with the def2-TZVPD basis set

- SMILES = [H]/N=c1/nnn(CC=O)o1
- E_HOMO (eV) = -9.5
- orbital gap (eV) = 9.31

The geometry in ORCA input format:
```
! wB97M-V def2-TZVPD RIJCOSX def2/J DEFGRID3
* xyz 0 1
H -0.982 0.684 -3.285
N 0.249 0.696 -3.157
C 0.412 0.183 -1.920
N 1.586 -0.312 -1.281
N 1.121 -0.915 -0.316
N -0.133 -0.818 -0.105
C -0.588 -0.327 1.222
C 0.268 0.648 2.052
O 1.076 1.381 1.680
O -0.720 0.022 -1.132
H -0.713 -1.413 1.820
H -1.621 -0.158 1.128
H 0.046 0.330 3.293
*
```



Stability check: which of them is most stable? entry P.



Entry P
Formula: C10H17N
Source: the OMol25 dataset
Level of theory: ωB97M-V with the def2-TZVPD basis set

- SMILES = CC(C)(C)C.c1ccncc1
- E_HOMO (eV) = -9.7
- orbital gap (eV) = 10.33

The geometry in ORCA input format:
```
! wB97M-V def2-TZVPD RIJCOSX def2/J DEFGRID3
* xyz 0 1
C -1.502 -2.223 1.422
C -1.102 -0.731 1.669
C -2.083 -0.258 2.912
C -1.129 0.202 0.503
C 0.311 -0.924 2.163
H -1.502 -2.568 2.416
H -2.540 -2.174 0.969
H -0.828 -3.001 0.767
H -1.732 0.793 3.172
H -3.054 0.046 2.282
H -2.475 -0.957 3.690
H -0.949 1.166 0.753
H -2.104 0.194 -0.169
H -0.271 0.074 -0.169
H 0.776 -1.448 1.386
H 1.202 -0.050 2.211
H 0.245 -1.475 3.077
C 2.540 0.965 -3.395
C 2.526 2.320 -2.802
C 1.611 2.439 -1.782
N 0.746 1.389 -1.385
C 0.572 0.293 -2.099
C 1.549 0.020 -3.128
H 3.093 0.521 -4.326
H 3.044 3.135 -3.407
H 1.682 3.383 -1.226
H -0.181 -0.313 -1.838
H 1.555 -0.817 -3.667
*
```



Entry Q
Formula: C10H17N
Source: the OMol25 dataset
Level of theory: ωB97M-V with the def2-TZVPD basis set

- SMILES = CC#CC(C)C.C#CCCN
- E_HOMO (eV) = -9.5
- orbital gap (eV) = 10.26

The geometry in ORCA input format:
```
! wB97M-V def2-TZVPD RIJCOSX def2/J DEFGRID3
* xyz 0 1
C 5.792 1.196 -0.434
C 4.402 0.709 -0.116
C 3.379 0.127 0.132
C 2.201 -0.671 0.368
C 1.323 -0.219 1.552
C 1.302 -0.832 -0.895
H 6.482 0.380 -0.488
H 5.856 1.698 -1.400
H 6.205 1.948 0.282
H 2.570 -1.719 0.573
H 0.731 0.689 1.425
H 1.935 -0.024 2.438
H 0.569 -1.023 1.763
H 1.810 -1.130 -1.801
H 0.476 -1.518 -0.632
H 0.885 0.117 -1.179
C -5.530 1.696 0.549
C -4.917 1.007 -0.267
C -4.078 0.149 -1.137
C -3.361 -0.933 -0.347
N -2.869 -0.439 0.958
H -5.907 2.479 1.099
H -3.290 0.771 -1.603
H -4.724 -0.263 -1.853
H -4.100 -1.745 -0.080
H -2.582 -1.420 -0.911
H -2.440 -1.245 1.327
H -2.119 0.218 0.676
*
```



Stability check: which of them is most stable? entry P.